Entry 1:
{
  "formula": "C5H11NO2",
  "method": "ωB97M-V/def2-TZVPD",
  "species": ["C", "C", "C", "C", "C", "N", "O", "O", "H", "H", "H", "H", "H", "H", "H", "H", "H", "H", "H"],
  "positions_angstrom": [[1.178, -0.038, -0.253], [-0.896, -0.185, 1.689], [1.983, 0.316, -1.464], [-0.538, -1.216, -1.405], [-1.524, 1.136, 1.355], [0.132, -0.771, -0.207], [1.779, 0.303, 0.886], [0.899, 0.294, 1.996], [-0.834, -0.383, 2.753], [-1.441, -1.034, 1.285], [2.835, 0.932, -1.179], [1.363, 0.862, -2.178], [2.352, -0.588, -1.953], [-1.459, -1.730, -1.117], [0.078, -1.923, -1.969], [-0.811, -0.393, -2.077], [-2.527, 1.171, 1.796], [-0.947, 1.964, 1.764], [-1.622, 1.282, 0.277]],
  "lowdin_charge": [-0.433, -0.065, 0.014, -0.109, -0.108, -0.018, -0.041, -0.142, 0.089, 0.080, 0.087, 0.087, 0.091, 0.073, 0.083, 0.082, 0.083, 0.078, 0.070],
  "relative_energy_kj_mol": 622.4,
  "spin_multiplicity": 1,
  "homo_ev": -8.648,
  "lumo_energy_ev": 0.817
}



Entry 2:
{
  "formula": "C23H9AlF5N3OS4",
  "method": "ωB97M-V/def2-TZVPD",
  "species": ["Al", "F", "C", "C", "F", "C", "F", "C", "S", "C", "F", "C", "F", "N", "C", "C", "C", "N", "C", "N", "O", "C", "C", "C", "C", "C", "S", "C", "C", "C", "C", "S", "C", "C", "C", "C", "S", "H", "H", "H", "H", "H", "H", "H", "H", "H"],
  "positions_angstrom": [[0.761, -0.082, 0.766], [2.471, 5.565, 3.527], [2.578, 4.348, 3.008], [1.453, 3.690, 2.542], [0.254, 4.257, 2.604], [1.619, 2.429, 2.017], [0.495, 1.771, 1.549], [2.825, 1.767, 1.910], [2.948, 0.163, 1.202], [3.932, 2.458, 2.388], [5.137, 1.899, 2.325], [3.814, 3.727, 2.929], [4.891, 4.361, 3.377], [-0.081, -0.994, 2.112], [-0.575, -1.492, 3.047], [-1.159, -2.073, 4.126], [-2.572, -2.225, 4.155], [-3.717, -2.340, 4.165], [-0.333, -2.519, 5.196], [0.350, -2.874, 6.052], [-0.139, 0.406, -0.586], [-0.607, -0.324, -1.696], [-0.358, -1.794, -1.412], [-1.165, -2.876, -1.389], [-0.512, -4.048, -0.876], [0.764, -3.824, -0.490], [1.224, -2.192, -0.816], [-2.088, -0.057, -1.859], [-2.942, 0.422, -0.916], [-4.288, 0.484, -1.374], [-4.419, 0.044, -2.653], [-2.904, -0.354, -3.345], [0.162, 0.106, -2.927], [0.487, -0.628, -4.026], [1.122, 0.151, -5.034], [1.254, 1.454, -4.670], [0.650, 1.744, -3.095], [-2.202, -2.850, -1.693], [-0.995, -5.010, -0.794], [1.480, -4.514, -0.077], [-2.623, 0.705, 0.076], [-5.117, 0.820, -0.769], [-5.316, -0.029, -3.246], [0.277, -1.685, -4.118], [1.459, -0.245, -5.980], [1.704, 2.258, -5.230]],
  "lowdin_charge": [-0.129, 0.145, -0.130, -0.136, 0.148, -0.160, 0.103, -0.468, 0.852, -0.225, 0.111, -0.131, 0.144, 0.214, -0.062, -0.250, -0.222, 0.144, -0.221, 0.145, -0.144, -0.545, -0.425, -0.071, -0.140, -0.342, 1.088, -0.463, -0.094, -0.169, -0.404, 1.066, -0.504, -0.128, -0.172, -0.402, 1.087, 0.120, 0.113, 0.079, 0.117, 0.105, 0.065, 0.121, 0.103, 0.066],
  "relative_energy_kj_mol": 0.0,
  "spin_multiplicity": 1,
  "homo_ev": -8.974,
  "lumo_energy_ev": -0.183
}



Entry 3:
{
  "formula": "C43H49F32I2N2O15S",
  "method": "ωB97M-V/def2-TZVPD",
  "species": ["N", "C", "C", "C", "C", "C", "C", "C", "I", "C", "C", "C", "O", "C", "C", "F", "F", "C", "F", "F", "C", "F", "F", "C", "F", "F", "C", "S", "O", "O", "F", "N", "C", "F", "F", "C", "F", "F", "F", "C", "I", "H", "H", "H", "H", "H", "H", "H", "H", "H", "H", "H", "H", "H", "H", "H", "H", "H", "H", "H", "C", "C", "O", "C", "O", "C", "F", "F", "F", "H", "H", "H", "H", "H", "C", "C", "O", "C", "O", "C", "F", "F", "F", "H", "H", "H", "H", "H", "C", "C", "O", "C", "O", "C", "F", "F", "F", "H", "H", "H", "H", "H", "C", "C", "O", "C", "O", "C", "F", "F", "F", "H", "H", "H", "H", "H", "C", "C", "O", "C", "O", "C", "F", "F", "F", "H", "H", "H", "H", "H", "C", "C", "O", "C", "O", "C", "F", "F", "F", "H", "H", "H", "H", "H"],
  "positions_angstrom": [[4.668, -4.056, 1.868], [5.797, -3.143, 2.101], [5.482, -1.704, 1.638], [4.833, -0.821, 2.672], [3.490, -0.470, 2.558], [2.646, -0.918, 1.414], [1.918, -2.243, 1.742], [0.590, -2.276, 0.982], [-0.059, -4.270, 0.684], [2.896, 0.379, 3.536], [1.430, 0.701, 3.357], [1.154, 1.906, 2.401], [0.132, 2.728, 2.910], [-1.171, 2.275, 2.651], [-1.920, 1.892, 3.946], [-1.144, 2.021, 5.039], [-2.982, 2.722, 4.097], [-2.501, 0.464, 3.877], [-1.567, -0.416, 3.429], [-3.493, 0.496, 2.952], [-3.098, -0.107, 5.182], [-3.878, 0.797, 5.780], [-2.075, -0.460, 5.987], [-3.928, -1.392, 4.868], [-5.221, -1.055, 4.710], [-3.820, -2.247, 5.904], [3.653, 0.848, 4.581], [2.669, 1.963, 5.649], [2.151, 2.967, 4.797], [1.844, 1.107, 6.420], [3.627, 2.694, 6.602], [4.991, 0.465, 4.725], [5.754, 0.929, 5.918], [4.968, 0.724, 6.981], [6.823, 0.195, 6.172], [6.265, 2.427, 5.793], [6.248, 3.023, 6.963], [7.525, 2.375, 5.360], [5.564, 3.096, 4.878], [5.581, -0.328, 3.760], [7.635, -0.778, 3.730], [5.003, -5.004, 2.000], [4.008, -3.938, 2.631], [6.063, -3.153, 3.158], [6.652, -3.497, 1.531], [4.851, -1.807, 0.764], [6.404, -1.245, 1.292], [3.225, -0.986, 0.500], [1.876, -0.186, 1.213], [1.672, -2.253, 2.803], [2.497, -3.103, 1.431], [0.672, -1.781, 0.020], [-0.186, -1.757, 1.538], [0.924, -0.163, 2.945], [0.917, 0.926, 4.285], [0.849, 1.552, 1.414], [2.039, 2.524, 2.278], [-1.736, 3.100, 2.221], [-1.217, 1.452, 1.933], [-3.585, -1.897, 3.965], [2.045, -9.117, -4.524], [1.874, -9.246, -3.028], [2.582, -8.197, -2.326], [1.967, -7.033, -2.246], [0.896, -6.741, -2.686], [2.832, -6.047, -1.437], [4.115, -6.092, -1.808], [2.774, -6.346, -0.133], [2.392, -4.803, -1.610], [3.103, -9.099, -4.787], [1.572, -9.959, -5.027], [1.594, -8.197, -4.893], [2.311, -10.173, -2.666], [0.824, -9.236, -2.738], [7.385, 4.533, 0.880], [6.061, 3.896, 0.524], [6.158, 3.125, -0.693], [6.652, 1.909, -0.586], [7.028, 1.363, 0.412], [6.650, 1.219, -1.965], [7.099, 2.031, -2.916], [5.395, 0.854, -2.270], [7.408, 0.130, -1.933], [7.752, 5.135, 0.050], [7.269, 5.173, 1.754], [8.139, 3.777, 1.102], [5.310, 4.655, 0.319], [5.687, 3.263, 1.330], [-0.234, 2.733, -4.763], [-0.534, 1.253, -4.738], [-0.420, 0.715, -3.393], [-1.461, 0.893, -2.605], [-2.488, 1.447, -2.853], [-1.189, 0.223, -1.243], [0.052, 0.508, -0.793], [-1.293, -1.110, -1.344], [-2.050, 0.636, -0.317], [0.749, 2.930, -4.333], [-0.249, 3.096, -5.789], [-0.970, 3.295, -4.187], [0.193, 0.701, -5.327], [-1.525, 1.033, -5.134], [-7.784, 1.959, -1.761], [-6.422, 1.788, -2.398], [-6.516, 1.743, -3.836], [-6.594, 2.913, -4.448], [-6.597, 3.994, -3.942], [-6.636, 2.694, -5.973], [-7.480, 1.713, -6.301], [-5.414, 2.358, -6.413], [-7.015, 3.803, -6.593], [-8.458, 1.171, -2.101], [-7.705, 1.913, -0.676], [-8.218, 2.906, -2.046], [-5.980, 0.836, -2.109], [-5.732, 2.575, -2.099], [0.151, -2.678, -5.200], [1.493, -2.870, -5.868], [1.396, -2.693, -7.296], [1.400, -1.442, -7.720], [1.466, -0.455, -7.046], [1.342, -1.411, -9.260], [0.432, -2.269, -9.722], [2.536, -1.750, -9.758], [1.033, -0.193, -9.685], [-0.594, -3.343, -5.636], [0.228, -2.889, -4.133], [-0.205, -1.657, -5.327], [1.855, -3.886, -5.725], [2.243, -2.191, -5.464], [-11.215, 3.641, 4.225], [-9.888, 3.498, 3.514], [-10.057, 3.507, 2.080], [-10.175, 4.700, 1.519], [-10.155, 5.760, 2.065], [-10.309, 4.538, -0.008], [-11.166, 3.562, -0.322], [-9.114, 4.223, -0.535], [-10.732, 5.662, -0.567], [-11.909, 2.868, 3.895], [-11.074, 3.552, 5.301], [-11.669, 4.609, 4.015], [-9.431, 2.537, 3.739], [-9.188, 4.279, 3.805]],
  "lowdin_charge": [0.013, -0.279, -0.196, -0.165, -0.045, -0.117, -0.273, -0.675, 0.918, -0.085, -0.096, -0.163, -0.096, -0.066, -0.401, 0.149, 0.132, -0.354, 0.128, 0.154, -0.384, 0.177, 0.147, -0.289, 0.109, 0.107, -0.086, 0.691, -0.171, -0.178, -0.089, 0.081, -0.441, 0.168, 0.051, -0.553, 0.225, 0.167, 0.176, -0.448, 1.296, 0.082, 0.067, 0.065, 0.121, 0.107, 0.064, 0.130, 0.088, 0.120, 0.055, 0.029, 0.030, 0.097, 0.095, 0.109, 0.133, 0.154, 0.119, 0.168, -0.056, -0.185, 0.039, -0.412, 0.162, -0.569, 0.167, 0.129, 0.112, 0.085, 0.086, 0.077, 0.127, 0.126, -0.050, -0.189, 0.047, -0.402, 0.134, -0.556, 0.188, 0.165, 0.178, 0.090, 0.086, 0.079, 0.129, 0.113, -0.048, -0.181, 0.034, -0.412, 0.183, -0.522, 0.135, 0.158, 0.169, 0.084, 0.090, 0.080, 0.097, 0.132, -0.059, -0.192, 0.035, -0.405, 0.176, -0.553, 0.170, 0.161, 0.179, 0.091, 0.084, 0.058, 0.122, 0.125, -0.044, -0.185, 0.044, -0.394, 0.154, -0.556, 0.176, 0.173, 0.180, 0.090, 0.083, 0.059, 0.125, 0.125, -0.058, -0.195, 0.031, -0.404, 0.177, -0.543, 0.170, 0.146, 0.185, 0.084, 0.084, 0.080, 0.124, 0.125],
  "spin_multiplicity": 1,
  "total_charge": 1,
  "homo_ev": -11.598,
  "lumo_energy_ev": -4.889
}



Entry 4:
{
  "formula": "C34H30BrI2N8O2SiV",
  "method": "ωB97M-V/def2-TZVPD",
  "species": ["V", "C", "C", "C", "C", "C", "C", "N", "N", "Si", "C", "C", "C", "H", "H", "H", "H", "H", "H", "H", "H", "H", "H", "H", "H", "H", "H", "H", "Br", "C", "C", "C", "C", "C", "C", "N", "C", "C", "C", "C", "C", "C", "N", "H", "H", "H", "H", "H", "H", "H", "H", "H", "I", "C", "C", "C", "I", "C", "C", "C", "C", "N", "C", "C", "O", "H", "H", "H", "H", "N", "C", "O", "C", "C", "N", "C", "N", "H", "H"],
  "positions_angstrom": [[0.364, 0.225, -0.397], [-3.296, -0.018, 0.210], [-2.512, 1.156, 0.724], [-3.137, 2.234, 1.305], [-2.358, 3.314, 1.746], [-0.996, 3.310, 1.598], [-0.388, 2.189, 0.971], [-1.173, 1.130, 0.591], [0.892, 1.979, 0.645], [2.242, 2.992, 1.000], [2.386, 3.213, 2.854], [2.112, 4.665, 0.227], [3.776, 2.132, 0.402], [-3.962, 0.308, -0.591], [-3.911, -0.443, 1.007], [-2.638, -0.786, -0.179], [-4.215, 2.242, 1.399], [-2.845, 4.174, 2.192], [-0.382, 4.146, 1.912], [1.400, 3.239, 3.340], [2.912, 4.146, 3.101], [2.951, 2.377, 3.291], [1.300, 5.260, 0.671], [1.926, 4.586, -0.846], [3.051, 5.222, 0.363], [3.620, 1.047, 0.345], [4.613, 2.320, 1.089], [4.068, 2.483, -0.597], [-3.453, 6.185, -3.516], [-2.705, 4.485, -3.100], [-1.497, 4.410, -2.429], [-0.965, 3.169, -2.113], [-1.620, 1.991, -2.462], [-2.833, 2.093, -3.152], [-3.379, 3.335, -3.471], [-1.086, 0.750, -2.071], [-1.299, -0.313, -2.840], [-0.993, -1.591, -2.343], [-1.206, -2.795, -3.061], [-1.057, -3.993, -2.429], [-0.670, -4.031, -1.062], [-0.389, -2.841, -0.448], [-0.518, -1.641, -1.044], [-0.954, 5.313, -2.172], [0.003, 3.101, -1.634], [-3.380, 1.191, -3.409], [-4.325, 3.402, -3.995], [-1.692, -0.216, -3.849], [-1.495, -2.738, -4.106], [-1.230, -4.918, -2.969], [-0.571, -4.963, -0.521], [-0.030, -2.824, 0.575], [3.911, -3.317, -0.490], [3.444, -2.162, 1.174], [4.193, -2.363, 2.370], [3.842, -1.754, 3.534], [5.066, -2.015, 5.206], [2.643, -0.993, 3.605], [2.075, -0.412, 4.766], [0.865, 0.206, 4.688], [0.177, 0.236, 3.451], [0.685, -0.253, 2.361], [1.916, -0.820, 2.412], [2.392, -1.285, 1.137], [1.753, -0.874, 0.078], [5.057, -3.012, 2.344], [2.604, -0.476, 5.709], [0.419, 0.659, 5.566], [-0.812, 0.681, 3.365], [3.213, -0.329, -2.430], [2.569, 0.849, -2.523], [1.444, 0.976, -1.941], [3.153, 1.865, -3.331], [4.428, 1.619, -3.928], [5.469, 1.355, -4.366], [2.477, 3.095, -3.595], [1.924, 4.086, -3.823], [2.866, -0.980, -1.749], [4.170, -0.404, -2.727]],
  "lowdin_charge": [1.025, -0.013, -0.313, -0.058, -0.072, -0.028, -0.448, 0.019, -0.087, 0.376, -0.167, -0.165, -0.139, 0.084, 0.082, 0.054, 0.104, 0.104, 0.092, 0.018, 0.030, 0.023, 0.026, 0.016, 0.038, 0.022, 0.037, 0.033, 0.677, -0.702, -0.116, -0.019, -0.256, -0.033, -0.140, -0.010, -0.117, -0.265, -0.043, -0.094, -0.091, -0.149, -0.007, 0.103, 0.086, 0.102, 0.093, 0.120, 0.108, 0.096, 0.090, 0.112, 0.955, -0.630, -0.231, -0.681, 0.875, -0.208, -0.051, -0.046, -0.118, 0.126, -0.140, -0.409, -0.253, 0.072, 0.066, 0.105, 0.115, 0.182, -0.479, -0.117, -0.207, -0.257, 0.104, -0.231, 0.127, 0.004, 0.088],
  "relative_energy_kj_mol": 69.4,
  "spin_multiplicity": 4,
  "total_charge": -1,
  "s_squared": 3.78,
  "homo_ev": [-3.401, -5.210],
  "lumo_energy_ev": [1.792, 1.793]
}



Number 1: electronic energy -10942.8167 eV. Number 2: electronic energy -94041.0616 eV. Number 3: electronic energy -193068.6406 eV. Number 4: electronic energy -171577.4345 eV.